No. 1
C26H33EuN5OS3 | wB97M-V/def2-TZVPD

Positions of all 69 atoms, in Å:
Eu (-0.81, 1.93, -0.46)
S (-1.81, -0.67, -0.12)
C (-0.53, -1.77, -0.24)
N (-0.70, -3.00, -0.66)
C (0.42, -3.95, -0.62)
C (1.19, -3.71, 0.64)
N (1.65, -2.32, 0.65)
C (3.03, -2.12, 1.13)
C (4.02, -2.73, 0.17)
C (4.10, -2.28, -1.14)
C (5.01, -2.86, -2.02)
C (5.84, -3.88, -1.59)
C (5.77, -4.33, -0.28)
C (4.86, -3.76, 0.60)
C (0.88, -1.36, 0.18)
S (1.40, 0.23, 0.04)
C (-1.98, -3.56, -1.12)
C (-2.50, -4.59, -0.14)
C (-2.81, -4.20, 1.16)
C (-3.27, -5.14, 2.07)
C (-3.44, -6.46, 1.68)
C (-3.14, -6.85, 0.39)
C (-2.66, -5.91, -0.52)
H (1.06, -3.82, -1.50)
H (0.01, -4.96, -0.63)
H (2.07, -4.35, 0.68)
H (0.57, -3.91, 1.52)
H (3.10, -2.61, 2.10)
H (3.20, -1.06, 1.26)
H (3.46, -1.47, -1.47)
H (5.07, -2.50, -3.04)
H (6.55, -4.32, -2.28)
H (6.43, -5.12, 0.06)
H (4.81, -4.11, 1.62)
H (-1.79, -4.03, -2.09)
H (-2.68, -2.75, -1.26)
H (-2.70, -3.16, 1.46)
H (-3.52, -4.83, 3.08)
H (-3.81, -7.19, 2.39)
H (-3.27, -7.88, 0.08)
H (-2.43, -6.21, -1.54)
C (3.05, 6.10, -0.36)
C (1.87, 6.08, 0.63)
C (0.99, 7.33, 0.44)
C (2.37, 5.99, 2.08)
C (1.04, 4.90, 0.35)
N (0.40, 3.97, 0.12)
H (3.65, 6.98, -0.15)
H (2.70, 6.15, -1.39)
H (3.67, 5.21, -0.23)
H (1.60, 8.21, 0.64)
H (0.15, 7.33, 1.14)
H (0.61, 7.40, -0.58)
H (2.98, 6.87, 2.29)
H (2.99, 5.10, 2.23)
H (1.54, 5.96, 2.79)
C (-6.10, 4.96, -2.46)
N (-5.11, 3.99, -2.02)
C (-4.45, 4.05, -0.87)
N (-4.65, 5.10, -0.08)
S (-3.42, 2.77, -0.38)
H (-6.50, 4.63, -3.42)
H (-5.65, 5.94, -2.61)
H (-6.92, 5.03, -1.75)
H (-4.96, 3.16, -2.57)
H (-5.30, 5.83, -0.31)
H (-4.21, 5.12, 0.82)
O (-1.74, 1.60, 3.21)
C (-1.25, 1.79, 2.22)

Frontier orbital gap (alpha / beta), eV: 7.1839 / 7.5897
Spin multiplicity: 8
Energy relative to the best compared isomer or geometry (same formula, charge and spin), kJ/mol: 0.0
E, a.u.: -3264.085118
Charge: +2

No. 2
C26H33F7O10S | wB97M-V/def2-TZVPD

Positions of all 77 atoms, in Å:
C (-2.09, 6.84, -2.51)
C (-3.21, 6.12, -1.81)
O (-3.63, 6.40, -0.74)
O (-3.73, 5.09, -2.55)
C (-3.30, 3.78, -2.11)
C (-4.41, 3.07, -1.36)
C (-3.90, 1.69, -0.87)
C (-3.81, 1.55, 0.67)
C (-2.37, 1.63, 1.18)
C (-2.19, 1.06, 2.59)
C (-0.98, 1.61, 3.36)
C (0.27, 0.72, 3.27)
C (1.06, 0.84, 1.95)
C (1.93, 2.13, 1.99)
C (1.37, 3.40, 1.35)
C (1.05, 3.41, -0.13)
C (1.46, 2.34, -1.05)
O (0.02, 2.62, -0.62)
C (3.40, 1.96, 1.55)
S (4.24, 0.61, 2.37)
O (5.00, -0.09, 1.39)
O (4.82, 1.05, 3.60)
O (2.99, -0.30, 2.78)
C (2.01, -0.34, 1.72)
C (1.49, -1.79, 1.66)
F (0.75, -2.14, 2.72)
F (2.57, -2.60, 1.64)
C (0.65, -2.14, 0.40)
F (0.12, -3.36, 0.59)
F (-0.36, -1.25, 0.29)
C (1.38, -2.17, -0.98)
F (1.80, -0.93, -1.30)
F (0.50, -2.56, -1.91)
F (2.41, -3.00, -0.98)
H (-2.43, 7.20, -3.48)
H (-1.27, 6.15, -2.70)
H (-1.75, 7.67, -1.90)
H (-2.42, 3.88, -1.47)
H (-3.01, 3.23, -3.01)
H (-5.26, 2.96, -2.02)
H (-4.71, 3.70, -0.52)
H (-4.55, 0.91, -1.26)
H (-2.91, 1.52, -1.30)
H (-4.27, 0.60, 0.97)
H (-4.37, 2.37, 1.12)
H (-1.74, 1.08, 0.48)
H (-2.05, 2.68, 1.16)
H (-3.09, 1.26, 3.18)
H (-2.10, -0.03, 2.50)
H (-1.25, 1.68, 4.41)
H (-0.77, 2.63, 3.03)
H (0.94, 0.91, 4.11)
H (-0.08, -0.30, 3.42)
H (0.31, 0.88, 1.15)
H (2.01, 2.36, 3.06)
H (2.13, 4.18, 1.47)
H (0.49, 3.78, 1.89)
H (1.12, 4.40, -0.57)
H (1.57, 1.29, -0.79)
H (1.48, 2.58, -2.10)
H (3.96, 2.86, 1.81)
H (3.53, 1.76, 0.49)
H (2.54, -0.22, 0.77)
C (1.10, -7.60, -3.69)
C (1.72, -8.73, -3.32)
C (2.12, -9.00, -1.89)
O (2.67, -10.07, -1.67)
C (1.85, -8.00, -0.88)
C (1.24, -6.87, -1.26)
C (0.81, -6.61, -2.69)
O (0.25, -5.55, -2.90)
O (0.94, -5.88, -0.43)
O (2.03, -9.71, -4.15)
H (0.81, -7.40, -4.72)
H (2.15, -8.19, 0.14)
H (0.49, -5.20, -0.97)
H (2.47, -10.40, -3.60)

Frontier orbital gap, eV: 8.2974
Spin multiplicity: 1
E, a.u.: -2860.124546
SMILES string: CC(=O)OCCCCCCCC[C@H]1[C@H](C[C@H]2CO2)CS(=O)(=O)O[C@H]1C(F)(F)C(F)(F)C(F)(F)F.O=C1C=C(O)C(=O)C=C1O

No. 3
C26H33N3O4 | wB97M-V/def2-TZVPD

Positions of all 66 atoms, in Å:
C (0.05, -3.35, -2.49)
H (-0.52, -2.87, -3.28)
C (0.37, -2.35, -1.39)
C (1.10, -3.02, -0.22)
C (1.51, -1.98, 0.84)
N (0.32, -1.37, 1.41)
C (-0.01, -0.04, 1.18)
O (-1.10, 0.32, 0.78)
N (0.97, 0.87, 1.45)
C (0.68, 2.26, 1.17)
H (0.08, 2.70, 1.98)
H (0.06, 2.28, 0.27)
C (1.97, 3.05, 0.98)
H (1.78, 3.92, 0.35)
C (3.04, 2.13, 0.37)
C (2.56, 1.46, -0.92)
O (2.68, 0.27, -1.14)
N (2.07, 2.32, -1.83)
H (1.87, 3.27, -1.56)
C (1.36, 1.89, -3.02)
C (-0.11, 1.67, -2.75)
C (-0.71, 0.46, -3.05)
C (-2.04, 0.24, -2.76)
C (-2.79, 1.23, -2.16)
C (-2.21, 2.46, -1.87)
C (-0.88, 2.69, -2.16)
O (-0.22, 3.87, -1.91)
C (-0.96, 4.94, -1.36)
H (-0.27, 5.77, -1.27)
H (-1.80, 5.23, -2.00)
H (-1.34, 4.68, -0.36)
H (-2.81, 3.22, -1.40)
H (-3.82, 1.06, -1.90)
H (-2.49, -0.72, -2.98)
H (-0.12, -0.31, -3.51)
H (1.82, 0.95, -3.35)
H (1.50, 2.65, -3.79)
C (3.41, 1.06, 1.41)
C (2.17, 0.68, 2.23)
H (2.09, 1.33, 3.12)
H (2.22, -0.35, 2.59)
H (3.81, 0.19, 0.89)
H (4.19, 1.43, 2.08)
H (3.93, 2.71, 0.11)
H (2.34, 3.41, 1.94)
C (-0.71, -2.28, 1.70)
C (-1.76, -1.92, 2.55)
C (-2.74, -2.82, 2.91)
C (-2.66, -4.12, 2.44)
C (-1.63, -4.50, 1.61)
C (-0.66, -3.59, 1.22)
O (0.32, -4.04, 0.38)
H (-1.57, -5.51, 1.23)
H (-3.41, -4.84, 2.73)
C (-3.85, -2.39, 3.83)
H (-4.67, -3.09, 3.80)
H (-4.22, -1.40, 3.55)
H (-3.49, -2.33, 4.86)
H (-1.80, -0.90, 2.91)
H (2.08, -2.48, 1.63)
H (2.12, -1.22, 0.35)
H (2.00, -3.53, -0.59)
H (-0.55, -1.89, -1.02)
H (1.02, -1.55, -1.76)
H (0.97, -3.75, -2.91)
H (-0.53, -4.17, -2.09)

Frontier orbital gap, eV: 8.1571
Spin multiplicity: 1
Energy relative to the best compared isomer or geometry (same formula, charge and spin), kJ/mol: 30.0
E, a.u.: -1475.835226
SMILES string: CC[C@H]1CN(C(=O)N2CCC(C(=O)NCc3ccccc3OC)CC2)c2cc(C)ccc2O1

No. 4
C26H33N3O5 | wB97M-V/def2-TZVPD

Positions of all 67 atoms, in Å:
C (3.23, 6.30, -1.00)
H (3.89, 7.13, -1.26)
H (2.32, 6.69, -0.54)
O (3.96, 5.51, -0.10)
C (3.38, 4.38, 0.39)
C (4.16, 3.63, 1.27)
C (3.66, 2.46, 1.83)
C (2.37, 2.04, 1.52)
C (1.60, 2.78, 0.64)
C (2.09, 3.95, 0.07)
H (1.47, 4.50, -0.61)
C (0.22, 2.30, 0.26)
H (-0.22, 1.73, 1.08)
H (-0.42, 3.15, 0.03)
C (0.29, 1.39, -0.98)
N (-0.97, 1.41, -1.69)
C (-1.06, 1.21, -3.02)
O (-0.08, 0.97, -3.71)
C (-2.46, 1.34, -3.57)
H (-3.11, 0.64, -3.06)
H (-2.45, 1.14, -4.64)
H (-2.83, 2.35, -3.40)
H (-1.82, 1.35, -1.14)
C (0.68, -0.06, -0.60)
O (0.75, -0.43, 0.55)
N (0.89, -0.79, -1.70)
H (0.81, -0.29, -2.58)
C (1.15, -2.22, -1.86)
C (0.80, -3.08, -0.64)
H (1.48, -3.93, -0.59)
C (-0.65, -3.60, -0.72)
N (-1.47, -2.63, -1.38)
C (-2.31, -1.78, -0.75)
O (-2.84, -0.83, -1.32)
C (-2.66, -2.12, 0.67)
C (-3.81, -2.85, 0.91)
C (-4.20, -3.13, 2.21)
C (-3.46, -2.66, 3.29)
C (-2.32, -1.92, 3.04)
C (-1.91, -1.64, 1.74)
H (-1.01, -1.07, 1.57)
H (-1.73, -1.55, 3.86)
C (-3.91, -2.94, 4.69)
H (-3.08, -2.87, 5.39)
H (-4.35, -3.94, 4.77)
H (-4.67, -2.22, 4.99)
H (-5.10, -3.70, 2.38)
H (-4.40, -3.21, 0.08)
C (-1.16, -2.45, -2.79)
C (0.32, -2.69, -3.06)
H (0.52, -3.75, -3.23)
H (0.62, -2.14, -3.96)
H (-1.45, -1.43, -3.06)
H (-1.77, -3.14, -3.38)
H (-1.04, -3.80, 0.28)
H (-0.69, -4.53, -1.30)
H (0.93, -2.49, 0.26)
H (2.22, -2.34, -2.08)
H (1.05, 1.77, -1.68)
H (1.96, 1.13, 1.92)
O (4.51, 1.80, 2.67)
C (4.06, 0.60, 3.25)
H (3.20, 0.76, 3.90)
H (4.90, 0.23, 3.84)
H (3.80, -0.14, 2.49)
H (5.15, 3.96, 1.51)
H (2.97, 5.75, -1.91)

Frontier orbital gap, eV: 8.9752
Spin multiplicity: 1
Energy relative to the best compared isomer or geometry (same formula, charge and spin), kJ/mol: 21.4
E, a.u.: -1551.082559
SMILES string: COc1cc(C[C@H](NC(C)=O)C(=O)NC2CCN(C(=O)c3ccc(C)cc3)CC2)cc(OC)c1

No. 5
C26H33N4O4 | wB97M-V/def2-TZVPD

Positions of all 67 atoms, in Å:
C (-0.88, -3.82, -3.52)
N (-0.17, -3.60, -2.28)
C (1.14, -3.91, -2.11)
O (1.87, -4.46, -2.94)
C (1.54, -3.46, -0.70)
C (2.69, -2.45, -0.68)
C (3.97, -2.99, -1.27)
C (4.60, -2.34, -2.34)
C (5.73, -2.92, -2.93)
C (6.27, -4.10, -2.42)
C (5.67, -4.72, -1.32)
C (4.53, -4.16, -0.73)
N (0.28, -2.93, -0.17)
C (0.19, -2.47, 1.10)
C (-0.96, -1.89, 1.65)
C (-1.13, -1.40, 2.95)
C (-2.44, -1.04, 3.44)
C (-2.74, -0.95, 4.83)
C (-3.96, -0.49, 5.30)
C (-5.02, -0.30, 4.39)
N (-6.30, 0.08, 4.86)
O (-7.25, 0.15, 4.04)
O (-6.45, 0.34, 6.08)
C (-4.81, -0.50, 3.01)
C (-3.54, -0.80, 2.54)
C (-0.83, -2.98, -1.14)
C (-1.34, -1.60, -1.55)
C (-2.00, -3.88, -0.72)
H (-0.21, -4.27, -4.25)
H (-1.73, -4.49, -3.34)
H (-1.28, -2.88, -3.90)
H (1.84, -4.36, -0.12)
H (2.38, -1.54, -1.23)
H (2.86, -2.16, 0.37)
H (4.17, -1.41, -2.72)
H (6.17, -2.44, -3.81)
H (7.16, -4.54, -2.87)
H (6.07, -5.65, -0.92)
H (4.05, -4.63, 0.13)
H (1.11, -2.55, 1.70)
H (-1.83, -1.89, 1.00)
H (-0.35, -1.57, 3.68)
H (-1.98, -1.27, 5.56)
H (-4.14, -0.27, 6.35)
H (-5.66, -0.38, 2.33)
H (-3.40, -0.85, 1.46)
H (-0.53, -1.04, -2.04)
H (-2.17, -1.73, -2.26)
H (-1.69, -1.03, -0.69)
H (-1.69, -4.93, -0.68)
H (-2.39, -3.60, 0.26)
H (-2.81, -3.77, -1.46)
C (0.96, 1.77, 5.86)
C (-0.01, 0.80, 5.21)
N (0.25, 0.50, 3.80)
C (1.66, 0.52, 3.35)
C (2.54, 1.52, 4.09)
O (2.31, 1.47, 5.50)
H (0.69, 2.81, 5.59)
H (0.94, 1.65, 6.95)
H (0.05, -0.17, 5.74)
H (-1.05, 1.16, 5.31)
H (-0.33, 1.07, 3.19)
H (2.05, -0.50, 3.53)
H (1.68, 0.71, 2.27)
H (3.60, 1.25, 3.98)
H (2.37, 2.54, 3.69)

Frontier orbital gap, eV: 6.1073
Spin multiplicity: 1
E, a.u.: -1530.154901
Charge: +1

No. 6
C26H33O5Sr | wB97M-V/def2-TZVPD

Positions of all 65 atoms, in Å:
O (1.72, 2.97, -5.42)
C (3.04, 2.57, -5.91)
C (3.15, 3.77, -6.88)
H (3.01, 1.58, -6.39)
H (3.78, 2.56, -5.10)
C (1.73, 4.12, -6.31)
H (3.15, 3.50, -7.93)
H (3.93, 4.48, -6.63)
C (0.61, 4.06, -7.33)
H (0.66, 3.11, -7.88)
H (0.67, 4.88, -8.05)
H (-0.36, 4.11, -6.81)
C (1.69, 5.42, -5.51)
H (2.51, 5.45, -4.78)
H (0.74, 5.49, -4.97)
H (1.78, 6.30, -6.17)
Sr (-0.54, -0.55, 1.40)
C (-0.30, 0.57, 3.70)
C (0.58, -0.55, 3.58)
C (1.57, -0.24, 2.58)
H (0.47, -1.52, 4.06)
C (1.29, 1.08, 2.10)
C (0.13, 1.58, 2.78)
H (-0.35, 2.54, 2.60)
H (-1.18, 0.62, 4.35)
H (2.31, -0.94, 2.18)
H (1.83, 1.60, 1.30)
C (-2.89, -0.90, 2.25)
C (-2.81, 0.51, 2.03)
C (-2.61, 0.73, 0.63)
H (-2.86, 1.28, 2.79)
C (-2.57, -0.56, -0.02)
C (-2.75, -1.57, 0.99)
H (-2.65, -2.64, 0.83)
H (-2.96, -1.39, 3.22)
H (-2.48, 1.70, 0.15)
H (-2.33, -0.75, -1.07)
O (0.33, 0.11, -0.55)
C (0.15, 1.42, -1.13)
C (1.38, 1.61, -1.99)
H (0.04, 2.15, -0.32)
H (-0.77, 1.39, -1.72)
C (1.74, 0.17, -2.39)
H (2.20, 2.03, -1.38)
H (1.19, 2.27, -2.83)
C (1.43, -0.61, -1.13)
H (2.77, 0.05, -2.71)
H (1.08, -0.15, -3.20)
H (2.27, -0.59, -0.42)
H (1.11, -1.65, -1.28)
O (-0.72, -5.74, 3.37)
C (-1.30, -5.45, 4.56)
C (-1.54, -6.58, 5.40)
C (-2.11, -6.44, 6.65)
C (-2.46, -5.17, 7.12)
C (-2.23, -4.06, 6.32)
C (-1.66, -4.16, 5.03)
C (-1.43, -2.84, 4.25)
O (-1.68, -1.85, 4.93)
O (-1.03, -2.85, 3.07)
H (-0.51, -4.98, 2.77)
H (-1.26, -7.58, 5.05)
H (-2.29, -7.31, 7.29)
H (-2.92, -5.05, 8.11)
H (-2.52, -3.09, 6.72)

Frontier orbital gap, eV: 5.9659
Spin multiplicity: 1
Energy relative to the best compared isomer or geometry (same formula, charge and spin), kJ/mol: 198.4
E, a.u.: -1417.436719
Charge: -1

No. 7
C26H34AlN10 | wB97M-V/def2-TZVPD

Positions of all 71 atoms, in Å:
Al (9.63, 13.25, 10.29)
C (13.30, 13.32, 7.78)
C (11.92, 13.42, 8.42)
N (11.63, 13.23, 9.70)
C (12.64, 13.09, 10.72)
C (11.97, 12.94, 12.09)
N (10.68, 13.70, 12.13)
C (10.79, 15.17, 12.47)
C (10.46, 15.95, 11.22)
N (9.36, 15.32, 10.43)
C (7.96, 15.66, 10.92)
C (7.03, 14.43, 10.72)
N (7.66, 13.36, 9.95)
C (7.29, 13.21, 8.67)
C (5.91, 12.87, 8.28)
C (8.32, 13.37, 7.63)
C (8.25, 13.28, 6.25)
C (9.43, 13.34, 5.52)
C (10.66, 13.59, 6.18)
C (10.72, 13.49, 7.57)
N (9.53, 13.43, 8.25)
H (13.93, 12.74, 8.44)
H (13.81, 14.26, 7.54)
H (13.20, 12.80, 6.84)
H (13.31, 13.99, 10.71)
H (13.39, 12.25, 10.67)
H (12.70, 13.24, 12.88)
H (11.72, 11.86, 12.24)
H (10.12, 13.29, 12.88)
H (11.81, 15.45, 12.81)
H (10.15, 15.49, 13.32)
H (11.37, 16.02, 10.61)
H (10.12, 16.97, 11.52)
H (9.38, 15.72, 9.49)
H (7.68, 16.49, 10.31)
H (7.92, 16.00, 12.00)
H (6.08, 14.62, 10.27)
H (6.79, 14.03, 11.72)
H (5.41, 12.36, 9.19)
H (5.89, 12.23, 7.39)
H (5.36, 13.78, 8.10)
H (7.28, 13.09, 5.75)
H (9.45, 13.17, 4.46)
H (11.52, 13.86, 5.61)
C (8.23, 10.70, 12.49)
C (9.01, 10.34, 11.31)
N (9.38, 11.22, 10.36)
C (9.80, 10.48, 9.31)
C (9.82, 9.17, 9.53)
N (9.39, 9.11, 10.91)
C (9.38, 7.85, 11.77)
N (10.55, 7.07, 11.56)
N (10.50, 5.96, 10.69)
N (11.66, 5.57, 10.37)
C (12.59, 6.43, 11.01)
C (13.98, 6.32, 11.03)
C (14.68, 7.16, 11.86)
C (14.01, 8.08, 12.66)
C (12.64, 8.25, 12.59)
C (11.90, 7.40, 11.75)
H (7.74, 11.66, 12.29)
H (8.79, 10.73, 13.42)
H (7.41, 9.93, 12.71)
H (9.97, 11.02, 8.37)
H (9.99, 8.25, 8.92)
H (8.57, 7.19, 11.46)
H (9.34, 8.21, 12.81)
H (14.43, 5.51, 10.45)
H (15.76, 7.06, 11.86)
H (14.52, 8.59, 13.42)
H (12.16, 9.08, 13.15)

Frontier orbital gap, eV: 4.7073
Spin multiplicity: 1
E, a.u.: -1800.313590
Charge: +3

What did the fifth record say?
C26H33N4O4 | wB97M-V/def2-TZVPD

Positions of all 67 atoms, in Å:
C (-0.88, -3.82, -3.52)
N (-0.17, -3.60, -2.28)
C (1.14, -3.91, -2.11)
O (1.87, -4.46, -2.94)
C (1.54, -3.46, -0.70)
C (2.69, -2.45, -0.68)
C (3.97, -2.99, -1.27)
C (4.60, -2.34, -2.34)
C (5.73, -2.92, -2.93)
C (6.27, -4.10, -2.42)
C (5.67, -4.72, -1.32)
C (4.53, -4.16, -0.73)
N (0.28, -2.93, -0.17)
C (0.19, -2.47, 1.10)
C (-0.96, -1.89, 1.65)
C (-1.13, -1.40, 2.95)
C (-2.44, -1.04, 3.44)
C (-2.74, -0.95, 4.83)
C (-3.96, -0.49, 5.30)
C (-5.02, -0.30, 4.39)
N (-6.30, 0.08, 4.86)
O (-7.25, 0.15, 4.04)
O (-6.45, 0.34, 6.08)
C (-4.81, -0.50, 3.01)
C (-3.54, -0.80, 2.54)
C (-0.83, -2.98, -1.14)
C (-1.34, -1.60, -1.55)
C (-2.00, -3.88, -0.72)
H (-0.21, -4.27, -4.25)
H (-1.73, -4.49, -3.34)
H (-1.28, -2.88, -3.90)
H (1.84, -4.36, -0.12)
H (2.38, -1.54, -1.23)
H (2.86, -2.16, 0.37)
H (4.17, -1.41, -2.72)
H (6.17, -2.44, -3.81)
H (7.16, -4.54, -2.87)
H (6.07, -5.65, -0.92)
H (4.05, -4.63, 0.13)
H (1.11, -2.55, 1.70)
H (-1.83, -1.89, 1.00)
H (-0.35, -1.57, 3.68)
H (-1.98, -1.27, 5.56)
H (-4.14, -0.27, 6.35)
H (-5.66, -0.38, 2.33)
H (-3.40, -0.85, 1.46)
H (-0.53, -1.04, -2.04)
H (-2.17, -1.73, -2.26)
H (-1.69, -1.03, -0.69)
H (-1.69, -4.93, -0.68)
H (-2.39, -3.60, 0.26)
H (-2.81, -3.77, -1.46)
C (0.96, 1.77, 5.86)
C (-0.01, 0.80, 5.21)
N (0.25, 0.50, 3.80)
C (1.66, 0.52, 3.35)
C (2.54, 1.52, 4.09)
O (2.31, 1.47, 5.50)
H (0.69, 2.81, 5.59)
H (0.94, 1.65, 6.95)
H (0.05, -0.17, 5.74)
H (-1.05, 1.16, 5.31)
H (-0.33, 1.07, 3.19)
H (2.05, -0.50, 3.53)
H (1.68, 0.71, 2.27)
H (3.60, 1.25, 3.98)
H (2.37, 2.54, 3.69)

Frontier orbital gap, eV: 6.1073
Spin multiplicity: 1
E, a.u.: -1530.154901
Charge: +1

Question: The highest E belongs to which entry?
Answer: C26H33O5Sr